# 1
Below is one molecule with the formula C31H40N2O8 in a non-equilibrium geometry, with properties calculated with ωB97M-V/def2-TZVPD.

Structure (XYZ):
```
81
Properties=species:S:1:pos:R:3:lowdin_charge:R:1
C -8.98 -1.69 0.15 -0.07
H -8.93 -0.61 0.28 0.10
O -8.02 -2.14 -0.77 -0.09
C -6.69 -1.96 -0.46 -0.19
C -6.21 -1.33 0.67 0.05
C -4.83 -1.20 0.88 -0.14
C -3.95 -1.74 -0.04 -0.04
C -4.43 -2.37 -1.18 0.01
C -5.79 -2.48 -1.40 -0.24
O -6.25 -3.09 -2.52 0.09
H -7.21 -3.08 -2.49 0.11
H -3.75 -2.79 -1.91 0.12
H -2.89 -1.67 0.12 0.09
C -4.43 -0.54 2.14 -0.42
O -5.12 -0.52 3.14 0.07
N -3.21 0.10 2.18 0.07
N -2.41 0.32 1.12 0.06
C -1.38 1.03 1.25 -0.08
C -0.43 1.30 0.12 -0.30
C -0.96 0.70 -1.19 -0.10
C -2.25 1.36 -1.68 -0.12
C -2.10 2.87 -1.82 -0.38
C -1.59 3.46 -0.50 -0.05
H -1.46 4.54 -0.61 0.13
C -0.27 2.84 -0.02 -0.45
C 0.88 3.19 -0.97 -0.09
C 2.19 2.59 -0.46 -0.12
H 2.41 3.00 0.52 0.12
C 2.09 1.07 -0.36 -0.18
C 0.93 0.68 0.56 -0.20
C 0.86 -0.84 0.68 -0.12
C 2.18 -1.37 1.24 -0.11
H 2.34 -0.94 2.23 0.13
H 2.11 -2.46 1.36 0.13
C 3.39 -1.06 0.34 -0.36
C 3.33 -1.90 -0.93 0.00
H 3.24 -2.95 -0.68 0.09
H 2.47 -1.63 -1.54 0.08
H 4.23 -1.77 -1.53 0.09
C 3.45 0.47 0.06 -0.41
C 4.03 1.06 1.36 -0.07
H 3.23 1.38 2.02 0.12
H 4.64 1.92 1.10 0.13
C 4.87 -0.05 2.01 -0.10
H 5.93 0.22 2.03 0.11
H 4.56 -0.21 3.04 0.11
C 4.67 -1.33 1.18 -0.19
C 5.87 -1.67 0.37 -0.16
C 6.72 -0.89 -0.31 0.08
C 7.75 -1.74 -0.92 -0.47
O 8.68 -1.43 -1.62 0.12
O 7.50 -3.03 -0.57 0.04
C 6.35 -3.09 0.24 -0.12
H 6.62 -3.51 1.22 0.14
H 5.61 -3.75 -0.22 0.14
H 6.68 0.17 -0.45 0.13
H 4.47 -2.19 1.84 0.15
O 4.39 0.78 -0.95 0.01
H 4.08 0.42 -1.79 0.11
H 0.67 -1.29 -0.29 0.11
H 0.05 -1.12 1.35 0.12
H 1.14 1.10 1.55 0.15
H 1.88 0.68 -1.37 0.15
H 3.01 2.86 -1.13 0.13
H 0.67 2.82 -1.97 0.12
H 0.97 4.27 -1.03 0.13
O 0.03 3.34 1.28 0.00
H 0.18 4.29 1.21 0.11
H -2.34 3.29 0.28 0.13
O -3.30 3.48 -2.21 -0.02
H -3.99 3.26 -1.57 0.10
H -1.40 3.11 -2.63 0.15
H -3.05 1.14 -0.97 0.11
H -2.53 0.93 -2.64 0.13
H -1.17 -0.36 -1.03 0.11
H -0.20 0.78 -1.97 0.12
H -1.11 1.49 2.21 0.14
H -2.99 0.55 3.07 0.16
H -6.87 -0.93 1.43 0.12
H -8.86 -2.19 1.12 0.10
H -9.95 -1.96 -0.28 0.10
```

For the gap between HOMO and LUMO, the calculation gives 8.88 eV. The value obtained for the relative energy (zero: lowest compared OMol25 entry of this formula, charge and spin) is 0.0 kcal per mole. For the calculated total energy, the calculation gives -1916.73978 Eh. Its SMILES is COc1cc(C(=O)N/N=C/[C@@]23CC[C@@H](O)C[C@]2(O)CC[C@@H]2[C@@H]3CC[C@]3(C)[C@@H](C4=CC(=O)OC4)CC[C@]23O)ccc1O. For the LUMO energy, the calculation gives 0.37 eV.

# 2
Below is a 3-piece molecular cluster, C31H41BIN6O5 overall in a non-equilibrium geometry, with properties calculated with ωB97M-V/def2-TZVPD.

Structure (XYZ):
```
85
Properties=species:S:1:pos:R:3:lowdin_charge:R:1
C -0.56 -3.76 -2.45 0.22
C 0.21 -2.77 -1.80 -0.04
N 0.87 -1.60 -1.02 0.02
B 2.12 -1.46 -1.88 -0.47
N 2.02 -1.92 -3.36 0.12
O 3.42 -0.88 -1.51 0.08
C 1.11 -2.35 0.31 -0.18
O 2.43 -2.34 0.93 -0.09
N 3.11 -3.48 0.75 -0.02
O 3.96 -3.62 1.65 0.07
C 0.19 -1.66 1.53 -0.16
C -0.35 -2.83 2.60 -0.06
C 0.26 -4.39 2.61 0.00
C -0.38 -5.43 3.70 -0.09
N -1.47 -5.17 4.70 -0.01
C -1.99 -3.76 4.71 -0.07
C -1.52 -2.51 3.75 -0.01
C -0.96 -1.04 0.49 -0.57
I -2.64 0.09 1.32 0.95
C 0.01 -0.38 -0.71 -0.27
C 1.06 0.76 -0.12 -0.10
C 0.39 1.95 0.77 -0.19
C 1.44 3.25 0.67 -0.10
C 0.99 4.40 1.74 -0.24
O 0.87 4.03 3.04 -0.02
O 0.64 5.80 1.43 -0.10
C 1.63 6.45 0.56 -0.22
C 0.79 6.93 -0.80 -0.09
C -1.00 0.27 -1.80 -0.28
C -2.30 -0.62 -2.25 -0.11
C -0.34 0.88 -3.17 -0.18
C 0.17 2.47 -3.02 -0.12
H -0.98 -4.74 -2.96 0.11
H 2.61 -2.77 -3.52 0.11
H 2.35 -1.16 -4.00 0.04
H 4.01 -1.63 -1.18 0.14
H 0.93 -3.48 0.06 0.16
H 0.85 -0.87 2.13 0.17
H 1.09 -4.75 1.87 0.07
H 0.09 -6.53 3.70 0.11
H -2.85 -3.52 5.49 0.10
H -2.01 -1.46 3.89 0.04
H -1.53 -2.05 0.22 0.10
H 1.66 1.33 -0.99 0.13
H 1.92 0.29 0.55 0.14
H 0.39 1.62 1.90 0.12
H -0.64 2.35 0.41 0.09
H 1.56 3.63 -0.44 0.11
H 2.53 2.89 1.00 0.15
H 2.57 5.79 0.31 0.13
H 2.06 7.47 1.02 0.14
H -0.28 7.24 -0.39 0.10
H 1.25 7.88 -1.30 0.08
H 0.63 6.03 -1.55 0.07
H -1.47 1.23 -1.27 0.11
H -3.30 -0.07 -1.90 0.09
H -2.36 -1.70 -1.80 0.06
H -2.43 -0.76 -3.42 0.10
H 0.45 0.20 -3.70 0.10
H -1.24 0.97 -3.95 0.12
H -0.08 3.09 -4.00 0.10
H 1.34 2.44 -2.87 0.06
H -0.41 2.99 -2.13 0.08
N -5.26 -2.78 6.53 0.04
C -5.02 -1.49 6.18 -0.16
C -5.45 -0.40 6.93 -0.08
C -6.16 -0.65 8.10 -0.07
C -6.41 -1.96 8.48 -0.07
C -5.95 -2.98 7.67 -0.14
H -4.47 -1.35 5.26 0.09
H -5.23 0.61 6.61 0.10
H -6.50 0.18 8.71 0.11
H -6.96 -2.18 9.39 0.11
H -6.12 -4.02 7.93 0.11
N 2.90 0.30 -5.67 0.03
C 2.99 -0.39 -6.83 -0.14
C 3.66 0.08 -7.95 -0.06
C 4.28 1.33 -7.87 -0.06
C 4.20 2.06 -6.69 -0.06
C 3.51 1.50 -5.63 -0.14
H 2.50 -1.35 -6.84 0.10
H 3.71 -0.51 -8.85 0.11
H 4.81 1.73 -8.73 0.11
H 4.66 3.03 -6.60 0.11
H 3.42 2.03 -4.68 0.10
```

For the gap between HOMO and LUMO, the calculation gives 7.32 eV. The charge is +1. For the calculated total energy, the calculation gives -2232.12533 Eh. For the LUMO energy, the calculation gives -3.80 eV.

# 3
Below is a 7-piece molecular cluster, C31H41Cl2F3O9 overall in a non-equilibrium geometry, with properties calculated with ωB97M-V/def2-TZVPD.

Structure (XYZ):
```
86
Properties=species:S:1:pos:R:3:lowdin_charge:R:1
C -0.54 0.83 -0.11 -0.94
Cl 1.11 1.47 0.19 0.57
Cl -0.94 -0.42 1.06 0.61
H -1.21 1.67 0.01 0.02
H -0.55 0.42 -1.12 0.02
C -3.10 -4.54 -5.03 -0.06
C -2.30 -3.36 -4.53 -0.23
O -1.23 -3.78 -3.70 0.04
C -0.68 -2.87 -2.89 -0.61
O -0.89 -1.68 -2.96 0.12
O 0.09 -3.49 -2.02 0.01
C 0.80 -2.72 -1.07 -0.04
H -2.52 -5.30 -5.55 0.08
H -3.80 -4.12 -5.77 0.08
H -3.69 -4.98 -4.23 0.06
H -2.92 -2.61 -4.05 0.13
H -1.87 -2.85 -5.41 0.13
H 0.30 -2.86 -0.11 0.07
H 0.71 -1.66 -1.32 0.07
H 1.86 -2.92 -1.01 0.09
C 3.51 3.38 -1.68 -0.08
C 2.55 3.14 -2.80 -0.23
O 3.13 2.37 -3.86 0.04
C 4.07 2.94 -4.61 -0.62
O 4.37 4.11 -4.57 0.12
O 4.58 2.02 -5.40 0.01
C 5.68 2.32 -6.25 -0.02
H 4.25 4.14 -1.98 0.08
H 4.10 2.51 -1.41 0.08
H 3.05 3.80 -0.79 0.07
H 2.10 4.08 -3.13 0.12
H 1.76 2.48 -2.46 0.08
H 6.57 1.86 -5.84 0.09
H 5.81 3.40 -6.30 0.09
H 5.46 1.90 -7.23 0.09
C -1.73 -1.31 4.32 -0.08
C -2.36 -1.04 5.68 -0.22
O -1.77 0.07 6.32 0.01
C -0.69 -0.22 7.06 -0.62
O -0.14 -1.27 7.08 0.15
O -0.29 0.82 7.77 0.01
C -0.90 2.10 7.57 -0.03
H -1.62 -0.40 3.73 0.04
H -2.24 -2.06 3.72 0.07
H -0.74 -1.72 4.54 0.06
H -2.28 -1.97 6.26 0.12
H -3.45 -0.95 5.61 0.12
H -0.20 2.81 8.02 0.09
H -1.86 2.17 8.08 0.10
H -0.99 2.27 6.50 0.10
F -0.33 3.69 -1.57 0.03
C -0.31 4.94 -1.07 -0.29
C -0.28 5.99 -1.96 -0.01
C -0.31 7.28 -1.44 -0.08
C -0.15 7.50 -0.08 -0.09
C -0.15 6.42 0.79 -0.08
C -0.26 5.12 0.30 -0.02
H -0.30 5.79 -3.02 0.12
H -0.31 8.13 -2.12 0.11
H 0.02 8.49 0.31 0.10
H -0.07 6.50 1.86 0.10
H -0.19 4.29 0.99 0.10
F 2.77 -4.97 2.57 0.06
C 2.80 -3.64 2.41 -0.29
C 3.58 -3.12 1.39 -0.03
C 3.65 -1.75 1.21 -0.09
C 2.91 -0.92 2.04 -0.13
C 2.13 -1.42 3.07 -0.08
C 2.12 -2.80 3.28 -0.01
H 4.14 -3.79 0.75 0.12
H 4.34 -1.33 0.49 0.11
H 2.93 0.15 1.86 0.06
H 1.64 -0.72 3.73 0.10
H 1.58 -3.23 4.11 0.12
F -5.36 -5.53 -1.95 0.06
C -4.78 -4.65 -1.13 -0.29
C -3.40 -4.71 -0.92 0.00
C -2.82 -3.73 -0.13 -0.08
C -3.58 -2.71 0.43 -0.11
C -4.95 -2.65 0.19 -0.07
C -5.54 -3.63 -0.60 -0.02
H -2.75 -5.44 -1.38 0.12
H -1.77 -3.80 0.13 0.10
H -3.22 -2.06 1.21 0.06
H -5.56 -1.94 0.73 0.10
H -6.60 -3.73 -0.79 0.12
```

For the gap between HOMO and LUMO, the calculation gives 9.56 eV. The value obtained for the relative energy (zero: lowest compared OMol25 entry of this formula, charge and spin) is 0.0 kcal per mole. For the calculated total energy, the calculation gives -3102.98980 Eh. Its SMILES is CCOC(=O)OC.CCOC(=O)OC.CCOC(=O)OC.Fc1ccccc1.Fc1ccccc1.Fc1ccccc1.ClCCl. For the LUMO energy, the calculation gives 0.33 eV.

# 4
Below is C31H41ClGdN13O6 as an isolated structure in a non-equilibrium geometry, with properties calculated with ωB97M-V/def2-TZVPD.

Structure (XYZ):
```
93
Properties=species:S:1:pos:R:3:mulliken_spin:R:1
Gd -0.59 -0.34 0.31 6.63
C 2.83 2.15 3.51 0.00
C 2.25 1.45 2.33 -0.01
N 1.28 0.57 2.37 0.04
C 0.78 0.20 3.69 -0.01
C -0.50 -0.63 3.57 0.01
N -1.40 0.06 2.63 0.02
C -2.84 -0.26 2.72 0.01
C -3.58 0.67 1.75 -0.01
N -3.07 0.45 0.38 0.03
C -3.35 1.54 -0.57 0.00
C -2.59 1.29 -1.89 0.00
N -1.17 1.24 -1.60 0.05
C -0.29 1.89 -2.29 -0.01
C -0.58 2.69 -3.53 0.00
C 1.02 1.96 -1.67 0.03
C 1.99 2.93 -1.81 -0.01
C 2.90 3.41 -0.84 0.05
C 3.10 3.03 0.48 -0.03
C 2.76 1.79 1.03 0.08
N 2.32 0.88 0.01 0.01
H 2.08 2.72 4.04 0.00
H 3.62 2.82 3.21 0.00
H 3.25 1.42 4.22 0.00
H 0.57 1.10 4.28 0.00
H 1.54 -0.37 4.25 0.00
H -0.95 -0.73 4.56 0.00
H -0.25 -1.62 3.19 0.00
H -1.35 1.05 2.89 0.00
H -3.22 -0.11 3.73 0.00
H -3.01 -1.31 2.44 0.00
H -3.38 1.71 2.03 0.00
H -4.66 0.50 1.82 0.00
H -3.60 -0.36 0.01 0.00
H -3.00 2.48 -0.13 0.00
H -4.42 1.63 -0.77 0.00
H -2.86 2.08 -2.60 0.00
H -2.90 0.33 -2.31 0.00
H -1.13 2.09 -4.25 0.00
H 0.34 3.03 -3.99 0.00
H -1.18 3.56 -3.28 0.00
H 1.99 3.50 -2.73 0.00
H 3.41 4.31 -1.14 0.00
H 3.59 3.75 1.12 0.00
C 3.24 -2.12 -3.97 0.00
N 2.15 -2.32 -3.03 0.00
C 1.23 -3.42 -3.26 0.00
C 1.94 -1.52 -1.97 0.00
N 0.89 -1.52 -1.23 0.01
N 3.02 -0.69 -1.66 0.00
C 3.22 0.13 -0.58 -0.01
N 4.48 0.20 -0.13 0.00
N 1.02 1.19 -0.44 0.06
H 4.21 -2.40 -3.55 0.00
H 3.27 -1.08 -4.31 0.00
H 3.08 -2.74 -4.84 0.00
H 1.65 -4.11 -4.00 0.00
H 0.26 -3.07 -3.63 0.00
H 1.09 -3.98 -2.33 0.00
H 0.15 -2.11 -1.62 0.01
H 3.89 -0.99 -2.09 0.00
H 5.22 -0.40 -0.46 0.00
H 4.67 0.85 0.62 0.00
H 0.65 1.83 0.29 0.00
Cl -1.80 6.14 -1.15 0.00
C -1.54 5.16 0.24 0.00
C -2.04 5.50 1.49 0.00
C -1.75 4.66 2.55 0.00
C -1.00 3.52 2.32 0.00
N -0.55 3.16 1.12 0.00
C -0.80 3.98 0.11 0.00
H -2.61 6.41 1.62 0.00
H -2.10 4.90 3.54 0.00
H -0.72 2.88 3.15 0.00
H -0.40 3.72 -0.85 0.00
O -4.10 -2.18 -0.33 0.00
C -2.95 -2.49 -0.55 0.00
O -2.01 -1.72 -0.97 0.02
C -2.29 -3.83 -0.23 0.00
C -2.27 -5.01 -0.96 0.00
C -1.22 -5.91 -0.76 0.00
C -0.13 -5.62 0.05 0.00
C -0.16 -4.42 0.76 0.00
C -1.28 -3.61 0.70 0.02
N 1.00 -3.84 1.39 0.00
O 1.93 -4.52 1.72 0.00
O 0.97 -2.60 1.50 0.00
N -1.21 -7.15 -1.54 0.00
O -2.15 -7.34 -2.27 0.00
O -0.25 -7.85 -1.41 0.00
H -3.03 -5.23 -1.69 0.00
H 0.71 -6.29 0.09 0.00
H -1.33 -2.72 1.33 -0.01
```

For the gap between HOMO and LUMO (alpha / beta), the calculation gives 6.74 / 4.14 eV. Its spin multiplicity is 8. The value obtained for the relative energy (zero: lowest compared OMol25 entry of this formula, charge and spin) is 6.5 kcal per mole. The charge is +2. For the calculated total energy, the calculation gives -3594.38000 Eh. For the LUMO energy (alpha / beta), the calculation gives -5.74 / -8.05 eV.

# 5
Below is C31H43BN9O2Re as an isolated structure in a non-equilibrium geometry, with properties calculated with ωB97M-V/def2-TZVPD.

Structure (XYZ):
```
87
Properties=species:S:1:pos:R:3:mulliken_spin:R:1
Re -0.02 1.27 -0.54 0.74
C 1.77 3.58 -2.42 0.01
C 0.59 2.92 -3.06 0.00
C 0.13 3.03 -4.35 0.02
C -0.95 2.14 -4.46 0.05
C -1.80 1.86 -5.65 0.00
N -1.12 1.53 -3.28 0.00
N -0.19 2.02 -2.40 0.02
B -1.93 0.26 -2.88 -0.03
N -2.71 0.63 -1.61 -0.01
N -1.99 1.10 -0.55 0.09
C -2.88 1.39 0.45 0.01
C -2.45 1.87 1.80 0.01
C -4.15 1.12 0.00 0.02
C -4.01 0.64 -1.32 0.04
C -5.07 0.23 -2.27 0.00
N -0.84 -0.78 -2.51 0.01
N 0.13 -0.45 -1.60 -0.03
C 1.10 -1.43 -1.68 -0.01
C 2.36 -1.41 -0.90 0.01
C 0.70 -2.37 -2.60 -0.01
C -0.52 -1.92 -3.12 -0.01
C -1.35 -2.56 -4.18 0.00
H 1.51 4.55 -2.00 0.00
H 2.20 2.95 -1.63 0.00
H 2.54 3.74 -3.17 0.00
H 0.53 3.65 -5.12 0.00
H -1.72 2.68 -6.36 0.00
H -1.48 0.95 -6.15 0.00
H -2.85 1.74 -5.37 0.00
H -2.63 -0.13 -3.76 0.00
H -1.42 1.57 2.03 0.00
H -2.51 2.96 1.86 0.00
H -3.10 1.46 2.56 0.00
H -5.07 1.24 0.54 0.00
H -6.03 0.19 -1.77 0.00
H -5.15 0.95 -3.09 0.00
H -4.86 -0.75 -2.71 0.00
H 2.51 -0.45 -0.41 -0.01
H 2.37 -2.20 -0.14 0.00
H 3.21 -1.58 -1.56 0.00
H 1.24 -3.25 -2.89 0.00
H -1.01 -3.57 -4.36 0.00
H -2.41 -2.58 -3.90 0.00
H -1.27 -2.00 -5.11 0.00
O 1.80 1.35 0.81 0.01
C 1.95 2.56 1.60 0.01
C 1.02 3.61 1.08 0.00
C 1.13 4.91 1.52 0.00
C 0.24 5.86 1.06 0.00
C -0.75 5.49 0.15 0.00
C -0.81 4.18 -0.25 0.00
N 0.05 3.23 0.21 -0.01
H 2.26 0.63 1.25 0.00
H 2.98 2.91 1.54 0.00
H 1.71 2.34 2.64 0.00
H 1.92 5.17 2.22 0.00
H 0.31 6.89 1.41 0.00
H -1.45 6.21 -0.24 0.00
H -1.55 3.85 -0.96 0.00
C 3.79 -2.91 5.83 0.00
C 2.76 -3.88 5.27 0.00
N 2.19 -3.45 3.97 0.00
C 2.69 -4.11 2.76 0.00
C 2.20 -5.54 2.59 0.00
C 1.34 -2.42 3.97 0.00
O 1.11 -1.68 4.92 0.00
C 0.48 -2.19 2.74 -0.01
C -0.51 -3.08 2.36 0.00
C -1.41 -2.70 1.37 0.00
C -1.28 -1.45 0.79 0.01
N -0.31 -0.58 1.14 0.02
C 0.54 -0.97 2.11 0.01
H 4.20 -3.32 6.76 0.00
H 3.34 -1.95 6.06 0.00
H 4.62 -2.77 5.13 0.00
H 1.95 -4.00 5.97 0.00
H 3.22 -4.86 5.11 0.00
H 3.78 -4.10 2.81 0.00
H 2.39 -3.52 1.90 0.00
H 2.40 -6.14 3.48 0.00
H 2.72 -6.01 1.75 0.00
H 1.13 -5.59 2.39 0.00
H -0.61 -4.03 2.86 0.00
H -2.21 -3.35 1.07 0.00
H -1.98 -1.13 0.04 0.00
H 1.26 -0.24 2.45 0.00
```

For the gap between HOMO and LUMO (alpha / beta), the calculation gives 4.40 / 4.77 eV. Its spin multiplicity is 2. The charge is +3. For the calculated total energy, the calculation gives -1952.69480 Eh. For the LUMO energy (alpha / beta), the calculation gives -11.25 / -10.88 eV.